(1)
{"formula": "C31H21N5O2S3Sn", "method": "ωB97M-V/def2-TZVPD", "species": ["C", "O", "Sn", "H", "S", "C", "C", "H", "H", "O", "C", "C", "H", "S", "C", "H", "C", "C", "C", "H", "H", "C", "H", "C", "C", "H", "N", "C", "C", "C", "C", "C", "C", "H", "C", "H", "C", "H", "N", "C", "H", "H", "H", "H", "C", "C", "C", "C", "N", "N", "N", "H", "H", "H", "S", "H", "C", "C", "H", "C", "C", "C", "C"], "positions_angstrom": [[0.6561, -2.3160, -3.1061], [-0.9445, -0.2473, 3.3521], [-1.2045, 0.2499, 1.0739], [-7.1068, -1.7941, 1.3105], [-0.5816, -5.3422, -0.6333], [0.2411, 3.9097, -1.5744], [-0.1874, 7.3957, -0.3815], [-0.7015, 5.5329, 0.6062], [1.1188, 3.9148, -3.5410], [1.0561, 0.2743, 1.8231], [0.2258, -6.7237, -2.6320], [0.2045, 5.3294, -1.3662], [0.5591, 8.7898, -1.9045], [0.7938, 6.4689, -2.5631], [0.0999, -4.4890, -2.0066], [-0.6626, -2.8262, -0.0377], [0.1859, -0.2807, -1.8855], [-0.3479, -6.8458, -1.3940], [3.6007, 0.0114, 2.7903], [-6.2823, 0.5455, 1.2901], [1.0179, -2.8089, -3.9957], [0.2089, 1.1445, -1.7959], [-0.6479, -7.7459, -0.8924], [5.0338, -0.1236, 4.7120], [0.1685, -3.0540, -2.0267], [0.9382, -5.1144, -3.9123], [-0.2963, -1.0046, -0.8625], [0.7269, 1.9156, -2.8679], [0.4840, -5.3933, -2.9798], [-6.0533, -1.5935, 1.2073], [-5.1445, -2.6394, 1.0827], [1.1906, -0.1126, -4.1152], [0.3765, 7.7844, -1.5740], [-5.4654, -3.6679, 1.0902], [-3.8079, -2.3183, 0.9590], [1.7829, -0.1833, 5.6548], [-5.6061, -0.2882, 1.1983], [5.7319, 0.0009, 2.6931], [-3.3704, -1.0689, 0.9472], [-0.2522, 3.0381, -0.5722], [1.5624, -0.6152, -4.9957], [0.4444, -7.5666, -3.2631], [-0.5181, 8.0872, 0.3741], [-3.0444, -3.0765, 0.8629], [-0.2845, 6.0104, -0.2616], [2.4989, -0.0422, 3.6377], [3.9268, -0.1801, 5.5496], [0.7335, 3.3083, -2.7340], [-0.2638, 1.7379, -0.6896], [0.2212, -0.2600, 3.8210], [1.2054, -0.0010, 3.0812], [1.6020, 1.8339, -4.8423], [3.4586, 0.0805, 1.7239], [4.0640, -0.2519, 6.6180], [-3.6110, 1.5497, 1.0353], [-0.6557, 3.4335, 0.3509], [4.8689, -0.0331, 3.3382], [-0.2925, -2.3104, -0.9150], [6.0275, -0.1519, 5.1319], [1.2131, 1.2392, -4.0294], [0.6842, -0.9195, -3.0503], [2.6527, -0.1427, 5.0184], [-4.2323, -0.0537, 1.0674]], "forces_ev_per_angstrom": [[-0.2, -0.1, 0.5], [-1.1, 0.4, -2.5], [0.3, 0.1, -0.3], [-0.2, 0.0, 0.0], [0.3, 0.2, -0.7], [0.1, -0.8, -0.3], [0.3, 0.6, -0.5], [-0.1, -0.1, 0.2], [0.0, 0.0, -0.1], [-1.3, 0.3, -1.5], [-0.3, -0.4, 0.6], [0.0, 1.2, 0.1], [0.0, 0.1, -0.1], [-0.3, -0.5, 0.7], [-0.1, -1.2, 0.2], [0.0, -0.1, 0.0], [0.3, -0.1, -0.6], [0.1, 0.1, -0.3], [-0.4, 0.0, -0.1], [-0.1, 0.0, 0.0], [0.0, -0.1, -0.1], [0.3, 0.2, -0.6], [0.0, -0.2, 0.1], [0.0, 0.0, 0.0], [0.1, 0.9, -0.1], [0.1, 0.1, -0.2], [-0.6, 1.0, 1.4], [-0.3, -0.3, 0.6], [-0.2, 0.8, 0.5], [0.1, -0.1, -0.1], [0.1, 0.2, 0.0], [0.1, 0.4, -0.1], [-0.2, -0.2, 0.5], [0.0, -0.1, 0.0], [-0.1, -0.9, 0.0], [0.0, 0.0, 0.1], [0.4, 0.1, 0.0], [0.1, 0.0, -0.1], [1.2, 0.8, 0.2], [0.0, 0.7, 0.0], [0.0, 0.0, -0.1], [0.0, -0.1, -0.1], [0.0, 0.1, 0.0], [0.0, -0.2, 0.0], [0.3, -0.7, -0.7], [1.6, 0.0, 0.5], [0.1, 0.0, -0.1], [-0.3, 0.0, 0.6], [-0.5, -1.1, 1.1], [0.6, -0.3, 1.2], [-1.4, -0.1, -0.3], [0.0, 0.0, -0.1], [0.0, 0.0, -0.1], [-0.1, 0.0, 0.1], [2.1, 0.0, 0.1], [0.0, 0.1, 0.0], [0.0, 0.0, 0.2], [0.0, -0.9, -0.1], [0.1, 0.0, 0.0], [0.0, -0.4, -0.1], [-0.3, 0.2, 0.7], [-0.2, 0.1, -0.1], [-0.5, -0.3, 0.0]], "nbo_charge": [-0.08, -0.47, 1.75, 0.25, 0.43, -0.05, -0.25, 0.22, 0.24, -0.56, -0.24, -0.27, 0.26, 0.49, -0.27, 0.21, 0.21, -0.36, -0.22, 0.25, 0.24, 0.10, 0.26, -0.16, -0.06, 0.23, -0.50, 0.03, -0.17, -0.09, -0.24, -0.16, -0.36, 0.26, 0.07, 0.25, -0.23, 0.24, -0.52, 0.11, 0.24, 0.25, 0.25, 0.22, -0.19, 0.12, -0.18, -0.13, -0.48, 0.20, 0.19, 0.24, 0.24, 0.24, 0.07, 0.21, -0.19, 0.09, 0.24, -0.17, -0.08, -0.21, 0.02], "total_charge": 2, "gap_ev": 4.22, "molar_mass_g_mol": 710.5, "homo_ev": -12.8, "fmax_ev_per_a": 2.77}

***

(2)
{"formula": "C27H46BrN4Tl", "method": "ωB97M-V/def2-TZVPD", "species": ["C", "C", "H", "H", "C", "H", "C", "C", "C", "C", "H", "H", "H", "H", "H", "H", "C", "H", "C", "H", "H", "H", "H", "H", "H", "C", "N", "C", "H", "C", "H", "H", "H", "H", "H", "H", "H", "N", "N", "C", "H", "C", "H", "H", "H", "H", "C", "C", "H", "C", "C", "C", "H", "H", "H", "H", "C", "H", "C", "Tl", "H", "H", "C", "H", "C", "Br", "C", "H", "H", "N", "H", "C", "H", "H", "H", "H", "H", "C", "C"], "positions_angstrom": [[-0.0530, 2.7096, -2.7683], [-2.3161, -3.2546, -0.8017], [5.6230, -0.8068, -0.9884], [0.7323, -0.8252, 4.7827], [-3.5107, -2.3347, -0.5314], [2.4647, -4.7414, -0.7523], [0.5994, -3.5885, 4.4899], [-1.2400, -3.1204, 0.1783], [-1.3929, -2.7206, 1.5563], [-1.8339, -3.1105, -2.2500], [0.5168, -3.8482, -0.9656], [-1.3884, -2.1267, -2.4126], [2.5377, 5.2424, 0.8650], [1.7854, -1.2880, 3.4502], [0.2679, 3.0214, -3.7655], [-2.5663, 1.7456, -0.6216], [-0.0639, -2.4780, 3.6555], [2.7560, -2.9875, -0.7381], [3.8499, 3.7199, 1.6254], [-0.9914, 4.2139, -0.6270], [0.2949, -0.3863, 3.1267], [1.6489, -5.9142, 1.1701], [-3.5872, -4.9316, -1.2471], [1.6403, -3.7573, 4.2325], [-3.2067, -1.2862, -0.5534], [-1.4353, -2.1981, 4.2911], [-0.0398, 1.2349, -2.6501], [-1.7632, 3.5668, -1.0455], [-3.9791, -2.5456, 0.4295], [3.6914, -0.1572, -1.4196], [-2.7084, 4.1161, -1.0024], [-2.0985, -3.0594, 4.2040], [-2.1972, 2.6005, -2.9194], [3.1806, -1.9016, 1.6785], [0.0511, -4.5251, 4.3778], [-2.1209, 2.5760, 0.7035], [-0.7566, 0.8602, -3.2641], [2.5951, -0.0145, -1.1071], [-1.8300, 2.3323, -0.2384], [3.1717, -2.9211, 2.0702], [-1.2942, -1.9920, 5.3504], [-0.2189, -2.8485, 2.2092], [-1.9551, -5.4410, -0.7815], [-1.9177, -1.3241, 3.8515], [2.8834, 0.4994, 1.9596], [4.1869, -3.3118, 2.0116], [0.8213, -3.3781, 1.1297], [2.8832, -3.9147, -0.1787], [2.9032, -2.9075, 3.1208], [2.8406, 1.5524, 1.7095], [-1.4463, 3.2838, -2.5076], [0.1271, -3.4981, -0.0263], [-1.5471, 4.2256, -3.0470], [0.6644, 3.6333, 0.5014], [5.1420, -0.9520, -2.6914], [-3.1075, -4.8993, 0.4570], [3.9378, 2.3694, 1.9232], [0.5652, -3.3010, 5.5397], [-2.7599, -4.7403, -0.5632], [0.0548, 0.2508, -0.1046], [4.6920, 4.3782, 1.7889], [0.8480, 0.8806, -2.9924], [2.6529, 4.1968, 1.1132], [3.9483, -4.1154, -0.0717], [2.2173, -5.2466, 1.8170], [5.5396, 1.6057, 2.5752], [0.7488, -1.1629, 3.7465], [-2.6824, -3.2216, -2.9226], [0.6659, 3.1091, -2.0485], [1.7021, 2.0077, 1.1975], [3.2414, -5.6145, 1.8857], [5.0733, -0.3298, -1.7997], [5.5230, 0.6407, -2.0073], [-4.2631, -2.4889, -1.3027], [-1.1023, -3.8731, -2.5146], [-2.3253, -2.3882, 1.9772], [1.7752, -5.2714, 2.8101], [2.2539, -3.8097, 1.2221], [1.6120, 3.3063, 0.9086]], "forces_ev_per_angstrom": [[-0.2, 0.0, -0.1], [-0.2, 0.1, -0.2], [0.0, 0.0, 0.0], [0.0, 0.0, 0.0], [0.1, 0.0, 0.1], [0.0, 0.0, 0.0], [0.0, 0.0, -0.1], [0.2, -0.2, 0.3], [-0.1, 0.0, 0.1], [0.1, 0.0, 0.1], [0.0, 0.0, 0.0], [0.0, 0.0, 0.0], [0.0, 0.0, 0.0], [0.0, 0.0, 0.0], [0.1, 0.0, 0.0], [-0.1, 0.0, 0.1], [0.2, 0.1, 0.3], [0.0, 0.0, 0.0], [0.0, 0.0, 0.0], [0.0, 0.0, 0.0], [0.0, 0.0, 0.0], [0.0, 0.0, 0.0], [0.0, 0.0, 0.0], [0.0, 0.0, 0.0], [0.0, 0.0, 0.0], [0.0, 0.0, -0.1], [0.1, 0.1, 0.2], [-0.2, 0.0, -0.2], [0.0, 0.0, 0.0], [-0.4, 0.1, 0.1], [0.0, 0.0, 0.1], [0.0, 0.0, 0.0], [0.0, 0.1, -0.1], [0.0, 0.0, 0.1], [0.0, 0.0, 0.1], [0.0, -0.1, 0.0], [0.0, -0.1, 0.0], [0.3, -0.1, -0.2], [0.2, 0.0, 0.0], [-0.1, 0.0, 0.0], [0.0, 0.0, 0.0], [-0.5, 0.0, 0.0], [0.0, 0.0, 0.0], [0.0, 0.0, 0.0], [0.0, 0.0, 0.0], [0.0, 0.0, -0.1], [0.0, 0.0, -0.5], [-0.1, 0.0, 0.1], [0.0, 0.1, 0.0], [0.0, 0.0, 0.0], [0.2, -0.1, 0.3], [0.1, 0.0, -0.1], [0.0, 0.0, -0.1], [0.0, 0.1, 0.0], [0.0, 0.0, 0.0], [0.0, 0.0, 0.0], [0.1, -0.1, 0.0], [0.0, 0.0, 0.0], [0.1, -0.1, 0.1], [-0.2, 0.2, 0.0], [0.0, 0.0, 0.0], [0.0, 0.0, 0.0], [0.0, 0.0, 0.0], [0.0, 0.0, 0.0], [-0.1, 0.1, 0.0], [-0.2, 0.1, 0.0], [0.0, -0.1, -0.1], [0.0, 0.0, 0.0], [0.0, 0.0, 0.0], [-0.2, 0.0, -0.1], [0.0, 0.0, 0.0], [0.4, 0.0, -0.1], [0.0, 0.0, 0.0], [0.0, 0.0, 0.0], [0.0, 0.0, 0.0], [0.0, 0.0, 0.0], [0.0, 0.0, 0.0], [0.3, -0.4, 0.2], [0.0, 0.0, 0.0]], "lowdin_charge": [-0.25, -0.54, 0.10, 0.11, -0.02, 0.09, -0.02, -0.10, 0.00, -0.02, 0.12, 0.08, 0.12, 0.06, 0.12, 0.06, -0.52, 0.08, -0.07, 0.10, 0.07, 0.10, 0.11, 0.06, 0.08, -0.05, -0.08, -0.26, 0.09, -0.22, 0.12, 0.10, 0.12, 0.08, 0.10, 0.08, 0.08, 0.10, -0.07, -0.02, 0.10, -0.01, 0.10, 0.09, 0.08, 0.10, 0.00, -0.04, 0.06, -0.22, -0.18, 0.00, 0.12, 0.08, 0.10, 0.10, -0.66, 0.10, 0.03, 0.81, 0.12, 0.05, -0.02, 0.10, 0.00, 0.79, -0.01, 0.10, 0.10, -0.04, 0.11, -0.02, 0.10, 0.10, 0.09, 0.12, 0.07, -0.51, -0.14], "total_charge": 2, "gap_ev": 6.12, "molar_mass_g_mol": 711.0, "homo_ev": -14.2, "relative_energy_kcal_mol": 0.0, "fmax_ev_per_a": 0.48}

***

(3)
{"formula": "H25O13", "method": "ωB97M-V/def2-TZVPD", "species": ["H", "H", "O", "H", "H", "O", "O", "O", "H", "H", "H", "H", "O", "H", "O", "H", "H", "H", "H", "H", "O", "H", "H", "O", "H", "H", "O", "O", "H", "H", "H", "O", "O", "H", "H", "O", "H", "H"], "positions_angstrom": [[-0.1369, -1.9741, -1.2113], [-1.6254, -2.9699, 0.4970], [2.8664, 1.4949, -3.4034], [2.5990, -1.6049, 0.7546], [2.0984, 1.0307, -0.4683], [-0.4945, 2.5332, -0.5490], [0.9499, -4.0711, -0.3259], [-0.9380, -1.0034, 0.0985], [-1.1422, -0.3742, 0.8058], [3.2140, 0.0276, -0.6024], [-3.5248, -2.1171, -2.2394], [1.7857, 1.3037, 1.6480], [1.8133, -1.0653, 0.6230], [3.3587, 0.7976, -2.9810], [2.8286, 0.7739, -1.0569], [0.2149, 2.3437, -1.1525], [1.5647, 2.8079, 0.2785], [1.7707, -0.2207, 1.2156], [0.2150, -3.7342, 0.2120], [-1.2142, 2.2332, 2.0748], [-1.2469, -3.3850, 1.2791], [0.5739, -2.1339, -2.4214], [2.8941, 2.2671, -2.8463], [0.9049, 1.1347, 1.3031], [-3.3638, -0.8415, -1.3603], [-0.1543, -0.5667, -0.2679], [-1.3642, 2.8480, 2.7958], [1.6244, 3.7492, 0.1757], [-0.1728, 2.3561, 0.3505], [1.1147, 4.3841, -0.2939], [-3.1435, -0.6800, 2.3308], [-3.9565, -1.3153, -1.9517], [-0.1022, -1.5231, -2.0876], [-0.6239, -2.7460, 1.6425], [-0.6485, 2.8156, 3.4138], [-3.2051, -0.0314, 3.0325], [0.6510, -4.3840, -1.1781], [-3.5280, 0.7811, 2.6323]], "forces_ev_per_angstrom": [[-0.4, 0.8, -0.7], [0.1, 0.5, 0.2], [-0.2, 0.4, -2.3], [-0.1, 0.0, 0.3], [-0.1, -0.4, 0.0], [-1.9, 0.2, -0.2], [0.9, 0.1, 0.1], [-0.7, 1.1, 0.9], [0.1, -0.2, 0.1], [-0.2, -0.3, 0.3], [0.5, 0.0, 0.1], [0.0, 0.8, 0.6], [0.5, -0.2, 0.7], [-0.1, 0.2, 0.6], [0.5, 0.5, 0.4], [0.3, -0.3, -0.1], [-1.3, -0.4, -0.3], [-0.7, -1.3, -1.1], [-0.2, -0.5, -0.3], [0.7, -0.2, 0.3], [-0.1, -0.8, 0.2], [0.1, 0.7, -0.8], [0.2, -0.1, 0.6], [0.4, 0.3, -0.2], [0.4, -0.2, -0.2], [0.1, 0.1, 0.0], [-1.5, 0.7, -0.3], [3.4, 1.9, 1.5], [0.4, -0.4, -0.3], [-1.3, -0.9, -0.6], [-0.1, -0.1, -0.2], [-0.7, 0.3, 0.1], [0.8, -2.0, 0.3], [-0.2, 0.4, -0.2], [0.8, -0.5, 0.0], [0.0, 0.0, 0.3], [-0.5, 0.0, 0.1], [0.1, 0.0, -0.1]], "nbo_charge": [0.48, 0.49, -0.96, 0.45, 0.49, -0.99, -0.98, -1.02, 0.49, 0.47, 0.47, 0.42, -1.03, 0.48, -0.99, 0.46, 0.51, 0.51, 0.49, 0.49, -0.96, 0.45, 0.47, -1.27, 0.49, 0.53, -0.96, -1.03, 0.50, 0.50, 0.47, -0.96, -0.94, 0.50, 0.48, -0.94, 0.46, 0.48], "total_charge": -1, "gap_ev": 8.95, "molar_mass_g_mol": 233.2, "homo_ev": -6.3, "relative_energy_kcal_mol": 84.1, "fmax_ev_per_a": 4.17}

***

(4)
{"formula": "C4H8IrMgO3", "method": "ωB97M-V/def2-TZVPD", "species": ["O", "C", "O", "H", "H", "H", "H", "Mg", "H", "C", "Ir", "C", "H", "H", "O", "C", "H"], "positions_angstrom": [[-0.8300, -0.3072, 0.6152], [-1.2514, 1.7702, -0.4719], [1.6088, 2.0710, -0.1823], [0.2272, 2.2254, -0.8834], [-2.7614, 0.4421, 0.3897], [-0.7881, -2.3220, 0.1381], [-2.0115, -0.1529, -1.0846], [0.6210, 1.1306, 1.2175], [1.7585, -2.2493, -0.2766], [-1.8050, 0.4224, -0.1656], [3.0445, 0.9742, 0.2569], [1.2556, -1.5708, 0.4328], [-0.1562, -1.1831, -1.0949], [-1.9759, 2.5218, -0.8027], [1.8644, -0.3219, 0.5033], [-0.1868, -1.4140, -0.0159], [1.3863, -2.0366, 1.4242]], "forces_ev_per_angstrom": [[1.1, 0.5, 1.4], [2.2, 1.4, -0.8], [1.8, 1.1, 0.4], [-3.9, -1.7, 1.1], [0.5, 0.2, -0.1], [0.4, 0.1, 0.0], [0.1, 0.2, 0.1], [-2.9, 0.1, -0.3], [0.0, 0.5, 0.1], [0.0, 0.0, -0.6], [3.8, 4.0, -1.9], [-0.7, -2.6, 0.7], [-0.1, -0.2, 0.2], [0.4, -0.1, 0.2], [-2.2, -3.3, 0.9], [-0.3, -0.2, -1.3], [-0.3, 0.1, -0.2]], "mulliken_spin": [0.00, 1.00, 0.74, 0.00, 0.02, 0.01, 0.07, 0.06, 0.02, -0.13, 2.82, 0.02, 0.00, 0.03, 0.31, 0.01, 0.01], "total_charge": 2, "gap_ev": [6.44, 7.02], "molar_mass_g_mol": 320.6, "spin_multiplicity": 6, "homo_ev": [-16.5, -18.6], "relative_energy_kcal_mol": 62.1, "fmax_ev_per_a": 5.84, "s2": 8.779}